Entry 1:
The following is a quantum chemistry calculation of a structure of composition C16H14BrF6N8O3PY, from the Open Molecules 2025 dataset.

Output
- HOMO energy (alpha / beta): -13.5148 / -14.0800 eV
- E_tot: -131553.2519 eV
- Multiplicity: 2
- Energy above the lowest of the compared OMol25 structures with the same formula, charge and spin: 0.0 kcal per mole
- Total charge: +2

Element x y z (Å)
Y -0.27766 -2.43709 -0.64687
Br 0.15428 5.10320 4.99905
P -1.01310 -2.30151 2.35129
F -1.17972 -0.91501 3.03690
F -0.79498 -3.65123 1.33004
F -0.14404 -2.95218 3.45151
F 0.36725 -1.73665 1.53921
F -2.37620 -2.88722 2.82269
F -1.82045 -1.66607 0.94158
O 1.69862 -1.72144 -1.14652
O -0.21966 -6.43392 -1.42624
O 0.78074 -4.54919 -1.03210
N 2.89164 3.59160 -1.06963
N -3.47341 -3.94768 -1.61414
N -0.32982 -0.02073 -1.22893
N 2.55999 4.60097 -0.49687
N -1.29122 -4.43585 -1.50027
N -0.21572 -5.24545 -1.32016
N -2.89360 -6.17970 -1.69672
N -3.08563 -2.60520 -1.44457
C 1.46997 5.86793 1.17224
C 2.02137 4.64098 0.80179
C -1.34721 0.82294 -1.24719
C -2.54141 -4.91523 -1.60664
C 0.07910 2.73712 -1.20616
C 2.06753 3.56296 1.69308
C 3.59708 1.33269 -1.18622
C 0.93023 0.49226 -1.18980
C 0.89468 6.00403 2.41947
C 1.51099 3.71307 2.94394
C 1.18235 1.86842 -1.15488
C -1.18663 2.21144 -1.25284
C 3.33339 -0.01408 -1.18960
C 2.56295 2.28183 -1.08954
C 2.00707 -0.47458 -1.16770
C 0.91493 4.92522 3.29701
H -4.45410 -4.17188 -1.70079
H -3.43199 -2.07339 -2.23840
H -2.05875 2.84781 -1.29214
H 4.61667 1.69502 -1.21298
H 1.49802 6.69141 0.47123
H 0.21863 3.81006 -1.22046
H -3.51959 -2.24883 -0.59539
H 0.44858 6.94056 2.72228
H -2.34285 0.39642 -1.25823
H -3.86299 -6.45391 -1.74135
H -2.18372 -6.89819 -1.71223
H 2.55949 2.63449 1.43700
H 1.54634 2.90554 3.66170
H 4.13254 -0.74176 -1.20644

Entry 2:
The following is a quantum chemistry calculation of an isolated molecule of C7H11NS at a distorted geometry, from the Open Molecules 2025 dataset.

Output
- SMILES string: C#CCC[C@H]1NCCS1
- HOMO energy: -8.5501 eV
- E_tot: -19760.5573 eV
- Energy above the lowest of the compared OMol25 structures with the same formula, charge and spin: 47.3 kcal per mole

Element x y z (Å)
S 1.33670 0.58825 1.92821
N -0.56959 0.63367 0.22478
C -0.08003 1.71773 2.29834
C 0.91797 -1.30938 -0.01829
C -1.64408 -1.74538 -2.37009
C -0.79829 1.90134 0.97315
C -0.49858 -1.64397 -2.05289
C 0.86553 -1.63998 -1.56187
C 0.81120 0.18606 0.22018
H -0.72182 1.22219 3.03819
H -1.87203 2.08671 1.17207
H 1.84341 -1.69464 0.41862
H 0.21792 2.72090 2.64653
H -2.64974 -1.85521 -2.71615
H 1.45397 -0.93270 -2.08983
H 0.08566 -1.86679 0.43655
H 1.40516 0.77311 -0.48541
H 1.32593 -2.57144 -1.76212
H -0.45727 2.77300 0.42193
H -0.97203 0.65654 -0.72190

Entry 3:
The following is a quantum chemistry calculation of a structure of composition C3H3IN2O at a distorted geometry, from the Open Molecules 2025 dataset.

Output
- HOMO energy (alpha / beta): -8.5143 / -10.7210 eV
- E_tot: -16281.6624 eV
- Multiplicity: 3
- Energy above the lowest of the compared OMol25 structures with the same formula, charge and spin: 53.1 kcal per mole

Element x y z (Å)
I -2.44576 1.47672 1.03055
O 0.42386 1.10615 1.78647
N -0.89512 0.62226 0.13850
N -2.02814 -1.14219 -2.11440
C 0.26436 0.44985 0.76484
C -1.49319 -0.62082 -1.25468
C 1.27015 -0.30376 0.02072
H 1.55170 -0.04972 -0.98315
H 1.12703 -1.39950 0.13671
H 2.22512 -0.13900 0.47444

Entry 4:
The following is a quantum chemistry calculation of a structure of composition C30H46MnN4OP2S4, from the Open Molecules 2025 dataset.

Output
- HOMO energy (alpha / beta): -13.0326 / -13.5791 eV
- E_tot: -133094.1172 eV
- Multiplicity: 6
- Energy above the lowest of the compared OMol25 structures with the same formula, charge and spin: 0.0 kcal per mole
- Total charge: +2

Element x y z (Å)
Mn -0.02753 0.17571 0.12868
S -1.16565 -2.11795 -1.32161
S 1.18712 -1.99465 1.18843
S 2.61281 1.24034 0.79457
S 1.84076 -0.79922 -1.89741
P -2.28763 -0.25825 1.42805
P -0.26601 2.18319 1.84549
O 3.83945 2.92775 -3.61430
N -1.89328 2.29343 -1.31731
N 3.50939 2.20701 -1.50846
N -0.86068 1.44294 -1.49016
N 4.93440 2.39633 0.33304
C -0.52524 -3.58129 -0.46052
C -4.83027 2.90372 2.11418
C 5.04019 5.38292 -2.69525
C -0.45437 1.64809 -2.74470
C -4.33694 1.65257 1.77992
C -2.96208 1.41746 1.73204
C -0.34488 -2.20548 -2.92802
C 0.36878 3.74889 1.14753
C 3.89164 6.33744 -0.34677
C 3.78401 2.01163 -0.18915
C 4.73135 7.14980 -1.09773
C -0.05409 -3.30071 0.96382
C 3.91597 3.20438 -2.44851
C 1.17746 -2.15685 -2.90575
C 6.96933 3.80130 0.26641
C 3.63871 5.03859 -0.75843
C 4.21604 4.56159 -1.93140
C -2.58721 3.71581 2.36767
C -2.14439 3.00958 -2.42227
C -1.22865 2.62316 -3.37526
C 2.52623 -2.63702 0.13322
C 5.30678 6.67307 -2.26931
C -3.70213 -1.21724 0.79867
C 0.32932 2.24315 3.56938
C 3.07534 -1.66744 -0.90412
C 7.14499 3.71566 1.77911
C 6.23356 2.61074 -0.32708
C -2.13962 -0.89258 3.14151
C -2.07077 2.47160 2.00574
C -3.95387 3.93301 2.42575
H 2.83580 1.56249 -1.90338
H -0.89044 -2.99371 1.59111
H -4.33463 4.90373 2.71147
H 5.45984 5.00295 -3.61690
H -5.03781 0.85965 1.56013
H 3.43408 6.71897 0.55565
H 6.44339 4.71809 -0.00505
H -0.75623 -1.35536 -3.47504
H -1.31942 -4.32740 -0.41763
H -2.39256 2.31556 -0.43675
H 4.97916 2.28875 1.33815
H -5.89807 3.07035 2.14499
H 1.41173 2.11831 3.57849
H -0.20074 4.61013 1.49079
H 3.64358 -0.87997 -0.41668
H 1.59510 -3.08523 -2.51841
H 0.38749 1.10547 -3.13956
H 7.94706 3.84230 -0.21708
H -2.94342 3.72966 -2.45240
H 2.97739 4.40610 -0.17904
H 5.95353 7.31101 -2.85462
H 1.54738 -2.04276 -3.92475
H 1.40456 3.85836 1.46471
H 6.21773 3.93456 2.31289
H 7.88043 4.44029 2.12247
H 0.27028 -4.01186 -1.06515
H 2.14503 -3.53931 -0.33974
H -2.03665 -1.97737 3.13773
H 6.08132 2.75323 -1.39128
H -3.38946 -2.25184 0.65560
H 3.33914 -2.94279 0.79192
H 0.34472 3.71172 0.05806
H -4.02769 -0.83483 -0.16850
H -0.12213 1.44882 4.16130
H -4.53435 -1.20919 1.50194
H 3.74917 -2.19644 -1.57902
H 0.07035 3.20406 4.01643
H -1.13254 2.99324 -4.37903
H -1.26555 -0.46981 3.63477
H -1.92107 4.53276 2.61295
H 6.81442 1.69364 -0.19468
H 4.93338 8.16103 -0.77224
H -3.03215 -0.63034 3.71026
H -0.67613 -3.10570 -3.44757
H 7.49752 2.72878 2.08829
H 0.34307 -4.21806 1.40076

Entry 5:
The following is a quantum chemistry calculation of a cluster of 2 separate species, C6H5ClN2O in total at a distorted geometry, from the Open Molecules 2025 dataset.

Output
- SMILES string: C=Cc1cnon1.C#CCl
- HOMO energy: -9.7560 eV
- E_tot: -23846.8446 eV
- Energy above the lowest of the compared OMol25 structures with the same formula, charge and spin: 120.5 kcal per mole

Element x y z (Å)
Cl 2.84707 1.54652 0.06747
O 0.52149 -1.92297 0.73505
N 0.37243 -0.60065 0.77788
N -0.51190 -2.53015 0.04090
C -0.75541 -0.28545 0.16649
C 2.59960 0.12176 -0.65970
C 2.87239 -0.78259 -1.44354
C -1.27710 -1.57404 -0.32864
C -1.02539 2.12013 0.88544
C -1.49054 0.99635 0.35394
H -2.57058 1.00742 0.16247
H -2.19204 -1.80598 -0.90688
H 2.35783 -1.58137 -1.94684
H -1.69252 2.97831 0.82844
H -0.05532 2.31270 1.26753

Entry 6:
The following is a quantum chemistry calculation of a structure of composition C37H35IN9OS2Ti, from the Open Molecules 2025 dataset.

Output
- HOMO energy: -10.0222 eV
- E_tot: -107280.3652 eV
- Energy above the lowest of the compared OMol25 structures with the same formula, charge and spin: 7.6 kcal per mole
- Total charge: +1

Element x y z (Å)
I 4.16921 2.83745 -4.35093
Ti -0.28775 1.12656 0.23529
S -1.11002 -0.47526 1.85311
S 1.56924 1.73353 1.94544
O 1.06835 -0.18662 -0.01477
N -0.54143 -2.92844 2.59388
N 0.81623 1.62892 -2.04998
N 0.49785 3.17825 0.15204
N 0.99532 -2.18615 1.12694
N -2.09583 2.11170 -0.64036
N -1.48012 2.35779 1.76914
N 0.70555 0.83819 -3.12191
N -1.26576 -0.22278 -1.25328
N -2.64900 3.11596 -0.12665
C -0.88127 -4.41392 -1.34756
C 2.47496 2.04636 -3.51356
C -0.07105 -2.24399 -1.99671
C -1.74844 -2.85228 3.42360
C 0.05022 -3.62655 -2.00795
C -2.09120 0.35953 -2.13234
C -1.12339 -1.63374 -1.32128
C -2.62957 -0.23831 -3.30731
C 1.67103 1.05259 -4.02686
C 4.30769 -3.45143 -1.11337
C 4.51727 -1.21965 -1.99361
C -2.45038 1.71193 -1.89706
C -3.66877 1.88150 -3.94195
C -2.94489 4.25596 1.94834
C 2.73640 -1.74708 -0.47221
C 0.23743 -4.18147 2.65415
C -2.32375 3.24820 1.22689
C -1.48591 -2.25754 4.79708
C -2.70516 4.32573 3.30977
C 0.79361 5.47431 -0.35145
C 4.96615 -2.53119 -1.91827
C 3.19560 -3.06032 -0.38708
C -3.37571 0.51651 -4.17176
C 1.76613 5.55381 0.65449
C 1.51625 -1.34775 0.26687
C 1.40696 3.24384 1.13687
C 1.46110 -4.07872 3.54681
C -0.12930 -1.93039 1.82041
C 0.18288 4.26506 -0.57296
C -1.87488 3.38100 3.89062
C 3.40256 -0.82576 -1.27287
C 1.89921 2.36791 -2.27805
C -3.22913 2.46972 -2.78925
C -1.28131 2.41921 3.08954
C 2.08158 4.44625 1.40296
C -1.94282 -3.81164 -0.68601
C -2.06647 -2.43194 -0.67451
H 0.88002 -4.08655 -2.52777
H -2.50353 -2.28236 2.88388
H -0.06316 0.18702 -3.16778
H -1.67217 3.37784 4.95145
H -3.46188 3.49737 -2.54759
H -0.61209 1.67574 3.49429
H -2.12746 -3.86970 3.51171
H 2.27154 6.49145 0.84455
H -2.43545 -1.28263 -3.51240
H -0.78799 -5.49173 -1.35752
H -4.24523 2.43448 -4.66827
H -0.54908 4.12035 -1.35615
H -1.06602 -1.25587 4.71421
H 2.66773 -3.76232 0.24238
H 3.05272 0.19617 -1.32557
H 2.02569 -5.01031 3.49665
H -2.89166 -1.95626 -0.15895
H 1.71444 0.49755 -4.94737
H 5.83425 -2.83886 -2.48571
H 0.53358 6.33195 -0.95325
H -3.75868 0.04907 -5.07004
H 2.24973 3.07801 -1.55068
H -0.79824 -2.87477 5.37265
H 0.68916 -1.64911 -2.48729
H 2.11219 -3.27326 3.21352
H -2.42132 -2.18868 5.35163
H 1.19328 -3.90777 4.58822
H -3.60494 4.93881 1.43504
H 5.03922 -0.50060 -2.61155
H 2.82027 4.47580 2.19083
H 0.52062 -4.44373 1.63593
H 4.66339 -4.47103 -1.05484
H -2.68188 -4.42135 -0.18243
H -0.44962 -4.94428 3.01708
H -3.17287 5.09473 3.90874

Entry 7:
The following is a quantum chemistry calculation of an isolated molecule of CH2N2O2 at a distorted geometry, from the Open Molecules 2025 dataset.

Output
- SMILES string: O=C1NN1O
- HOMO energy: -9.7832 eV
- E_tot: -8140.0094 eV
- Energy above the lowest of the compared OMol25 structures with the same formula, charge and spin: 123.6 kcal per mole

Element x y z (Å)
O -2.83511 0.41109 -0.33054
O -0.03976 1.24207 -0.09072
N -0.57000 0.21124 0.75216
N -1.02276 -1.07971 0.26551
C -1.88514 -0.07288 0.20011
H -0.65725 -1.76134 -0.45078
H 0.60328 1.78656 0.50471

Entry 8:
The following is a quantum chemistry calculation of a structure of composition C29H30BrNO4PbS5SbSi, from the Open Molecules 2025 dataset.

Output
- HOMO energy (alpha / beta): -4.4097 / -4.5663 eV
- E_tot: -184125.8149 eV
- Energy above the lowest of the compared OMol25 structures with the same formula, charge and spin: 36.0 kcal per mole
- Total charge: -1

Element x y z (Å)
Pb 1.01400 -0.05441 -0.84842
Sb 4.12528 -1.64906 -2.80676
Br -2.50726 -1.89475 4.45023
S 2.23893 1.83777 1.82692
S 4.44162 0.84465 -2.03173
S 5.67913 -2.73491 -1.55217
S 2.68245 1.70598 -2.30084
S 1.96246 -2.27492 -1.88353
Si -1.39446 2.47169 0.40265
O -0.11540 -0.77704 3.01603
O 2.65116 0.76125 0.86268
O 0.43992 -1.40955 0.94798
O -1.34512 -0.62733 -2.57787
N -1.25488 0.99177 -0.46473
C 4.68414 4.83388 0.73533
C -0.85430 -2.88906 -6.01872
C 2.40757 1.10414 3.46557
C -1.08943 -2.81026 -3.62122
C -1.17615 -0.78016 -4.91380
C -3.25412 -1.84654 -1.67588
C -2.18900 -0.00055 -0.47054
C 3.67639 2.94443 1.82635
C 3.61404 3.96704 0.88786
C -2.41615 -5.25139 2.08474
C -0.01951 3.60759 -0.24620
C -3.05457 3.24633 -0.10573
C -0.89817 -3.53003 -4.78910
C -0.99058 -1.50975 -6.07688
C -3.14087 -0.19245 0.54673
C 4.81062 2.77460 2.60286
C 5.81688 4.67390 1.52064
C -0.19060 -1.53041 2.04551
C 5.87999 3.64466 2.44900
C -2.69161 -4.31071 3.06133
C -2.26981 -0.88215 -1.58819
C -1.01429 -2.82256 2.13395
C -1.45846 -4.98322 1.11974
C -1.99430 -3.11012 3.08580
C -4.17850 -1.99620 -0.64715
C -0.77461 -3.78203 1.14937
C -4.11935 -1.16445 0.45757
C -1.35795 2.45452 2.29790
C -1.23306 -1.43105 -3.68897
H -3.09176 0.46092 1.41066
H 1.52875 0.47192 3.59907
H -2.36908 2.48605 2.71224
H -0.76742 -4.60325 -4.73583
H -2.95930 -6.18851 2.07376
H -0.95787 -0.99770 -7.03009
H -1.26476 0.29841 -4.93377
H -3.20434 4.20045 0.40672
H 2.43004 1.90212 4.20793
H -0.80372 3.30359 2.70686
H -4.93619 -2.76550 -0.71823
H -1.24452 -5.70778 0.34399
H -3.88881 2.58877 0.14672
H -4.83867 -1.27745 1.25918
H 4.63372 5.63024 0.00462
H -0.02597 -3.54286 0.40555
H 0.79572 3.03209 -0.69178
H -0.88671 1.53888 2.66049
H -3.08463 3.43104 -1.18131
H 6.66230 5.33836 1.39531
H 4.88877 1.95245 3.30114
H 6.76659 3.51162 3.05525
H 0.39631 4.22642 0.55140
H -0.70061 -3.46017 -6.92530
H 3.30853 0.49459 3.48643
H -0.40151 4.27668 -1.02058
H 2.73991 4.05552 0.25367
H -3.32316 -2.47337 -2.55387
H -3.45783 -4.49793 3.80147
H -1.08583 -3.30476 -2.66000